{"formula": "C30H64O30S6", "method": "ωB97M-V with the def2-TZVPD basis set", "elements": ["C", "C", "O", "S", "C", "O", "O", "H", "H", "H", "H", "H", "H", "H", "H", "C", "C", "O", "S", "C", "O", "O", "H", "H", "H", "H", "H", "H", "H", "H", "C", "C", "O", "S", "C", "O", "O", "H", "H", "H", "H", "H", "H", "H", "H", "C", "C", "O", "S", "C", "O", "O", "H", "H", "H", "H", "H", "H", "H", "H", "C", "C", "O", "S", "C", "O", "O", "H", "H", "H", "H", "H", "H", "H", "H", "C", "C", "O", "S", "C", "O", "O", "H", "H", "H", "H", "H", "H", "H", "H", "O", "C", "O", "C", "C", "O", "H", "H", "H", "H", "O", "C", "O", "C", "C", "O", "H", "H", "H", "H", "O", "C", "O", "C", "C", "O", "H", "H", "H", "H", "O", "C", "O", "C", "C", "O", "H", "H", "H", "H"], "positions_angstrom": [[-2.680103, 0.115926, 2.674739], [-3.562193, 0.520100, 1.395152], [-4.355772, 1.673413, 1.692396], [-5.881862, 1.824134, 1.394546], [-6.575475, 2.158010, 2.887114], [-6.054238, 3.018719, 0.716131], [-6.403467, 0.627512, 0.786911], [-2.251975, 1.054828, 3.046457], [-1.920753, -0.588027, 2.407586], [-3.325084, -0.245109, 3.448948], [-2.961777, 0.656040, 0.510973], [-4.258187, -0.247437, 1.022261], [-6.610302, 1.241585, 3.465042], [-7.573597, 2.461526, 2.671619], [-5.964960, 2.912055, 3.339552], [-0.600834, -6.400472, 5.547407], [0.938093, -6.349016, 5.347048], [1.118284, -5.353408, 4.230501], [1.879426, -3.985557, 4.437977], [3.430279, -4.280936, 3.604740], [1.184997, -3.056409, 3.591231], [2.014511, -3.622536, 5.822714], [-1.000404, -6.812798, 4.651324], [-0.929216, -5.363920, 5.606040], [-0.775375, -6.993417, 6.495107], [1.486077, -5.926776, 6.231306], [1.296014, -7.241659, 4.942902], [3.195195, -4.758663, 2.612394], [4.047913, -4.877630, 4.222791], [3.851649, -3.301231, 3.360154], [-5.319246, -4.163859, 0.453352], [-5.070484, -2.852290, -0.309778], [-4.883834, -3.130194, -1.704150], [-3.632784, -4.066777, -2.163493], [-3.010223, -3.095498, -3.477867], [-2.669683, -4.130718, -1.108945], [-4.156267, -5.261610, -2.712935], [-4.440712, -4.842161, 0.449962], [-6.150891, -4.713241, 0.006219], [-5.635402, -3.913709, 1.504631], [-5.943668, -2.178855, -0.327175], [-4.240088, -2.261106, 0.046671], [-2.517803, -2.199714, -3.130254], [-3.793671, -2.861980, -4.145692], [-2.251254, -3.678722, -3.912074], [7.079807, -1.331985, -1.633612], [6.147502, -2.498720, -1.615100], [5.171527, -2.121913, -0.646652], [3.855522, -3.049361, -0.436978], [2.806590, -2.725215, -1.881757], [4.306501, -4.434829, -0.374931], [3.165646, -2.417668, 0.654775], [7.712534, -1.275337, -0.769024], [6.590832, -0.400223, -1.715474], [7.699984, -1.334222, -2.528943], [5.649329, -2.636283, -2.579177], [6.663029, -3.480809, -1.382773], [2.009309, -3.454025, -1.742085], [3.336237, -2.785886, -2.856216], [2.365665, -1.768639, -1.736694], [4.275285, 5.847857, 1.320421], [2.818316, 5.917800, 1.552420], [2.149926, 4.676609, 1.235960], [0.620959, 4.475861, 1.469043], [0.604513, 3.053867, 2.425468], [0.094835, 5.532485, 2.285613], [-0.076598, 4.204892, 0.234845], [4.564777, 5.548461, 0.279837], [4.819782, 5.114938, 1.985689], [4.730361, 6.850874, 1.577684], [2.486840, 6.194201, 2.557669], [2.404606, 6.631325, 0.840440], [-0.457749, 2.940015, 2.639045], [1.160790, 3.175617, 3.366698], [1.027800, 2.247677, 1.837601], [3.446327, 0.954796, 0.363768], [2.276805, 1.416141, -0.480598], [1.472487, 0.243542, -0.852125], [-0.053215, 0.532081, -0.733217], [-0.420507, 1.726325, -2.031822], [-0.645582, -0.728757, -1.111374], [-0.325494, 0.922221, 0.615883], [3.950265, 1.823462, 0.873198], [4.324861, 0.572200, -0.146898], [3.245825, 0.221038, 1.188212], [1.635864, 2.198068, -0.103819], [2.726307, 1.774124, -1.416145], [-1.468822, 1.917013, -1.924632], [-0.370561, 1.160534, -2.949470], [0.254383, 2.557145, -1.843436], [2.492241, 5.471544, -1.960537], [1.357478, 5.825311, -1.822402], [0.352146, 5.217874, -2.581375], [-0.875714, 5.822895, -2.133824], [-0.506451, 6.996427, -1.257459], [0.930781, 6.853020, -1.139660], [-1.460975, 6.202670, -2.977587], [-1.390133, 5.002112, -1.650436], [-0.962037, 6.891218, -0.213325], [-0.568327, 8.003645, -1.694036], [-1.248302, -6.330866, 1.823572], [-1.005366, -5.177927, 1.555615], [0.016682, -4.711625, 0.778031], [-0.273188, -3.314852, 0.540143], [-1.266060, -2.922083, 1.545322], [-1.733445, -4.141930, 1.994734], [0.638899, -2.759456, 0.586859], [-0.744156, -3.172695, -0.415564], [-2.026419, -2.338905, 1.107219], [-0.937067, -2.337931, 2.464650], [5.852050, 1.875956, -1.661849], [5.275390, 2.390189, -2.585139], [4.081894, 2.026247, -3.059850], [3.781624, 2.720036, -4.227463], [4.844060, 3.830945, -4.313024], [5.738730, 3.447945, -3.266320], [3.860459, 2.136524, -5.113535], [2.790547, 3.141353, -4.108958], [4.545140, 4.816994, -4.183965], [5.217591, 3.745172, -5.341994], [-3.302627, 0.819380, -5.366096], [-4.086793, 0.747623, -4.369694], [-3.846196, 1.277772, -3.175567], [-4.756648, 0.657522, -2.223724], [-5.908959, 0.257873, -3.145942], [-5.243089, 0.097474, -4.431389], [-4.401149, -0.214744, -1.757637], [-5.047415, 1.427997, -1.503879], [-6.727264, 0.938728, -3.356279], [-6.332157, -0.715165, -2.800472]], "atomic_forces_ev_per_a": [[-1.596, 1.857, -1.770], [0.264, -1.973, 0.838], [0.563, 0.403, 0.416], [0.180, -2.512, -0.995], [-0.103, -1.373, 1.767], [-0.009, 3.201, -2.436], [0.364, -0.177, 0.413], [0.223, -0.298, -0.169], [0.329, -0.175, -0.077], [-0.365, -0.489, 0.407], [0.605, 0.889, -0.026], [0.116, -0.169, 0.811], [0.069, -0.005, 0.420], [-0.671, 0.474, -0.036], [0.041, 0.475, 0.437], [1.951, -0.026, 1.356], [-1.282, 3.034, 0.404], [0.379, -0.498, 0.875], [-0.525, 0.889, -1.162], [-1.057, 0.325, -1.289], [-0.061, -0.095, 0.071], [0.343, -0.806, -0.181], [-0.673, -0.630, -0.438], [-0.241, -0.131, 0.431], [-0.307, 0.651, -1.201], [-0.447, -0.766, -0.789], [0.892, -1.409, -0.276], [0.123, 0.292, 1.156], [0.774, -0.586, 0.472], [0.006, -0.160, 0.359], [-0.171, 0.480, 0.939], [-0.791, -0.616, 0.118], [0.932, -0.402, -0.925], [-0.471, 0.977, 0.309], [0.198, 0.600, 1.034], [-0.001, 0.151, 0.190], [-0.374, -0.558, -0.199], [-0.462, 0.664, 0.200], [0.023, 0.182, -0.109], [0.523, -0.343, -0.883], [0.166, -0.409, 0.264], [0.484, -0.121, 0.293], [-0.105, 0.338, 0.444], [-0.810, 0.119, -0.833], [0.804, -0.953, -0.846], [1.051, -0.289, -0.968], [0.463, -0.924, -0.274], [-1.475, -0.779, 0.549], [0.850, -0.083, -0.097], [0.941, -0.953, 0.116], [-0.815, 1.669, -0.227], [0.387, -0.636, -0.206], [0.321, -0.184, 0.475], [-1.037, 0.933, 0.140], [0.324, -0.414, 0.013], [0.053, 0.072, -0.065], [-0.707, 1.115, 0.101], [0.077, -0.237, -0.412], [-0.361, -0.275, 0.779], [-0.091, 0.918, 0.180], [2.471, -0.648, 0.455], [-1.362, 1.036, -0.343], [0.429, -0.987, -0.575], [-0.931, 0.788, 0.617], [0.302, -0.619, 0.697], [0.238, 0.473, -0.235], [0.806, 0.031, -0.046], [-0.540, 0.525, 0.778], [-0.761, 0.634, -0.485], [-0.581, -0.985, -0.488], [0.432, 0.057, -0.074], [-0.029, 0.286, 0.220], [0.081, -0.485, -0.049], [-0.165, 0.240, -0.447], [-0.294, -0.250, 0.216], [0.970, 0.550, 2.364], [1.842, -0.702, -1.069], [0.411, 1.027, -0.178], [-1.004, -2.733, -0.287], [0.354, -0.929, 1.430], [-0.314, 0.409, -0.438], [-0.269, 1.157, -0.112], [-0.879, -0.341, -0.353], [-0.471, -0.368, -0.807], [-0.405, 0.645, -0.840], [0.023, 0.043, 0.526], [-0.489, 0.063, 0.221], [-0.555, 0.697, 0.347], [0.723, 0.073, -0.347], [-0.308, 0.323, -0.601], [0.089, 0.089, 0.600], [0.282, -1.584, -2.560], [0.538, 1.704, 1.344], [-0.772, -0.499, -1.150], [0.533, 0.024, 1.731], [-0.175, 0.132, 1.003], [0.175, -0.442, -0.126], [-0.450, 0.366, 0.407], [0.626, 0.483, -1.482], [-0.828, -0.478, 0.154], [0.579, 1.394, -0.343], [0.254, -0.892, -0.154], [-1.005, -0.004, 0.433], [1.327, -0.002, -0.988], [0.827, 1.372, 2.623], [-1.546, -1.503, 0.867], [0.633, 0.233, 0.091], [0.227, -0.382, -0.600], [-1.258, 0.429, -0.660], [0.260, -0.803, -1.206], [-0.693, 0.435, -0.903], [0.978, 0.044, 0.895], [0.075, -1.253, 0.502], [-0.736, 2.111, -0.012], [0.058, -2.182, -0.742], [0.715, 0.312, -0.513], [-0.165, -1.000, -0.398], [-0.289, -0.067, -0.190], [-0.831, 1.643, 0.668], [0.959, 0.132, 0.556], [-2.905, -0.008, 4.062], [3.311, -0.085, -4.832], [0.235, -0.541, 0.900], [-1.725, 2.264, -1.159], [-0.419, -1.268, -0.111], [-0.146, -0.251, 0.828], [1.187, -0.965, 0.527], [0.154, -0.281, -0.046], [0.087, 0.417, 0.577], [0.297, 0.647, -0.579]], "mulliken_charge": [-0.8489, 0.7931, -0.2715, 1.2506, -1.1076, -0.6383, -0.6047, 0.2900, -0.3253, 0.5258, -0.2697, 0.0866, 0.3405, 0.4049, 0.3535, -0.9405, -0.3629, -0.2141, 1.0493, -0.9469, -0.4541, -0.7027, 0.2672, 0.2418, 0.3539, 0.4078, 0.2727, 0.2363, 0.4429, 0.3049, -1.3127, 0.4913, -0.3762, 0.9718, -0.8480, -0.4544, -0.6546, 0.2386, 0.3836, 0.3957, 0.3891, -0.3357, 0.0315, 0.4045, 0.4906, -1.0809, -0.1986, -0.1348, 1.1084, -0.5198, -0.7762, -0.3245, 0.3304, 0.0966, 0.4357, 0.2801, 0.2461, 0.3697, 0.4177, -0.1108, -1.1516, -0.1048, -0.0160, 1.0595, -0.7354, -0.7887, -0.3898, 0.1505, 0.3200, 0.3730, 0.4111, 0.1493, 0.2628, 0.3975, 0.0285, -1.0913, 2.3203, -0.1749, 0.6612, -0.6406, -0.5331, -0.2286, 0.2709, 0.0398, 0.2189, -1.1908, -0.3766, 0.1991, 0.4735, -0.0015, -0.4782, 0.5590, -0.2866, -0.1676, -0.2328, -0.3433, 0.4039, 0.0281, 0.1760, 0.3525, -0.6182, 0.6044, -0.4866, 0.0580, 1.8526, -0.4918, 0.2983, 0.1849, -1.3306, 0.1449, -0.5687, 0.6761, -0.2145, -0.2612, -0.3428, -0.3979, 0.3314, 0.1502, 0.3176, 0.2664, -0.6450, 0.5957, -0.2311, 1.0511, -0.2689, -0.3563, -0.5042, -0.1235, 0.2830, 0.2147], "e_lumo_ev": 0.217, "de_lowest_kj_mol": 0.0, "total_energy_ha": -5827.7157, "orbital_gap_ev": 10.24, "spin_multiplicity": 1}